1.
DFT (wB97M-V/def2-TZVPD) results for an isolated molecule of C4H5FOS in a non-equilibrium geometry.

Results
Lowest unoccupied orbital energy = -1.10 eV
SMILES = CO/C=C(/F)C=S
Orbital gap = 7.58 eV
Highest occupied orbital energy = -8.68 eV
Energy above the lowest of the compared OMol25 structures with the same formula, charge and spin = 83.0 kcal/mol

Last column: natural (NBO) charge in e.
Positions of all 12 atoms, in Å:
C 0.297 -1.844 -0.974  -0.24
O 0.624 -0.642 -0.510  -0.48
C -0.470 0.085 -0.218  0.16
C -0.555 1.258 0.446  0.20
F -1.868 1.405 0.741  -0.32
C 0.588 1.997 0.897  -0.35
S 0.284 3.370 1.872  0.00
H 0.116 -1.720 -2.075  0.19
H -0.490 -2.310 -0.385  0.18
H 1.284 -2.607 -0.618  0.19
H -1.487 -0.346 -0.325  0.20
H 1.676 1.355 1.148  0.26

2.
DFT (wB97M-V/def2-TZVPD) results for an isolated molecule of C4H5FOS in a non-equilibrium geometry.

Results
Lowest unoccupied orbital energy = 0.10 eV
SMILES = C/C(F)=C/OC=S
Orbital gap = 9.04 eV
Highest occupied orbital energy = -8.95 eV
Energy above the lowest of the compared OMol25 structures with the same formula, charge and spin = 83.0 kcal/mol

Last column: natural (NBO) charge in e.
Positions of all 12 atoms, in Å:
C -1.835 -2.396 0.145  -0.71
C -0.928 -1.464 -0.079  0.36
F 0.322 -1.754 0.549  -0.35
C -1.167 -0.147 -0.540  0.00
O -0.195 0.731 -0.891  -0.48
C 0.369 1.297 0.200  0.01
S 1.811 2.082 0.171  0.00
H -2.144 -2.414 1.228  0.25
H -2.866 -2.436 -0.379  0.26
H -1.304 -3.582 0.160  0.26
H -2.202 -0.148 -1.129  0.21
H -0.436 1.463 1.218  0.20

3.
DFT (wB97M-V/def2-TZVPD) results for an isolated molecule of C4H5FS in a non-equilibrium geometry.

Results
Lowest unoccupied orbital energy = -0.54 eV
SMILES = F[C@H]1CCC1=S
Orbital gap = 8.22 eV
Highest occupied orbital energy = -8.76 eV
Energy above the lowest of the compared OMol25 structures with the same formula, charge and spin = 45.8 kcal/mol

Last column: natural (NBO) charge in e.
Positions of all 11 atoms, in Å:
F -0.002 -2.077 -0.370  -0.36
C 0.102 -0.947 0.410  0.13
C 0.936 0.064 -0.185  -0.46
C -0.185 1.186 -0.238  -0.46
C -1.205 0.019 0.243  -0.13
S -2.711 -0.440 -0.116  0.14
H 0.309 -1.431 1.481  0.19
H 1.682 0.502 0.555  0.23
H 1.340 -0.325 -1.243  0.25
H -0.265 1.667 -1.208  0.24
H -0.001 1.784 0.671  0.22

4.
DFT (wB97M-V/def2-TZVPD) results for an isolated molecule of C4H5FS in a non-equilibrium geometry.

Results
Lowest unoccupied orbital energy = -0.34 eV
SMILES = F[C@@H]1CCC1=S
Orbital gap = 8.46 eV
Highest occupied orbital energy = -8.80 eV
Energy above the lowest of the compared OMol25 structures with the same formula, charge and spin = 18.5 kcal/mol

Last column: natural (NBO) charge in e.
Positions of all 11 atoms, in Å:
F -0.495 -2.224 -0.192  -0.32
C -0.313 -0.993 0.326  0.14
C -0.886 0.225 -0.367  -0.43
C 0.379 1.047 0.009  -0.49
C 1.050 -0.301 0.143  -0.08
S 2.580 -0.771 -0.135  0.09
H -0.538 -1.013 1.406  0.18
H -0.934 0.080 -1.453  0.23
H -1.902 0.612 -0.090  0.22
H 0.212 1.537 0.968  0.23
H 0.848 1.801 -0.615  0.24